(1)
Molecular formula: C14H21AgAs2F12NO8
Method: DFT, ωB97M-V/def2-TZVPD

```
59
Properties=species:S:1:pos:R:3
Ag -17.371 17.323 -7.641
As -18.499 22.706 -11.107
F -19.832 22.589 -9.903
F -17.460 23.693 -9.988
F -17.153 22.698 -12.247
F -19.395 21.693 -12.326
F -19.168 24.195 -11.760
F -17.886 21.167 -10.279
As -22.454 16.931 -8.863
F -21.460 18.078 -7.927
F -23.822 17.745 -7.966
F -23.587 15.934 -9.816
F -21.018 16.325 -9.729
F -22.202 15.716 -7.656
F -22.629 18.209 -10.151
C -16.655 24.710 -0.242
C -15.460 24.082 -0.178
C -15.242 22.871 -0.837
C -16.136 22.367 -1.799
C -17.352 23.132 -1.951
C -17.544 24.286 -1.195
N -15.735 21.217 -2.648
O -14.710 20.649 -2.380
O -16.572 20.834 -3.533
H -17.052 25.422 0.466
H -14.708 24.272 0.574
H -14.334 22.333 -0.605
H -18.115 22.835 -2.656
H -18.516 24.756 -1.185
C -11.660 12.941 -5.897
C -12.843 13.288 -5.074
O -13.913 12.317 -5.144
C -15.207 12.586 -5.274
O -15.629 13.733 -5.389
O -15.814 11.376 -5.168
C -17.224 11.342 -5.254
H -11.541 11.858 -5.890
H -10.782 13.476 -5.534
H -11.753 13.224 -6.945
H -13.278 14.279 -5.207
H -12.366 13.228 -4.096
H -17.555 10.471 -4.689
H -17.553 11.146 -6.275
H -17.798 12.124 -4.756
C -12.955 17.715 -14.204
C -13.586 17.263 -12.886
O -13.464 15.879 -12.755
C -14.137 15.084 -11.777
O -14.918 15.550 -10.936
O -13.684 13.760 -11.901
C -14.423 12.782 -11.248
H -11.866 17.686 -14.162
H -13.113 18.760 -14.472
H -13.121 17.176 -15.136
H -14.634 17.547 -12.793
H -13.123 17.699 -12.000
H -14.413 13.058 -10.194
H -14.056 11.762 -11.370
H -15.439 12.734 -11.639
```

Summary:
- 2S+1 = 1
- ΔE to the lowest compared entry with this formula, charge and spin (kJ/mol) = 724.2
- LUMO energy (eV) = -2.031
- HOMO level (eV) = -8.8
- charge = -1
- Kohn-Sham gap (hartree) = 0.249

Results of the natural (NBO) charge analysis, in e, for atoms 1 through 4: 0.998 2.794 -0.619 -0.640

***

(2)
Molecular formula: C5H15N3O
Method: DFT, ωB97M-V/def2-TZVPD

```
24
Properties=species:S:1:pos:R:3
C -2.201 0.042 0.203
C -1.076 1.598 0.266
N -2.420 -0.371 -1.084
H -1.516 -0.502 -1.597
H -3.068 0.206 -1.608
H -1.539 -0.634 0.743
H -3.101 0.344 0.733
H -1.490 1.876 1.234
H -1.511 2.235 -0.505
H -0.089 2.051 0.299
C 1.394 -0.733 1.621
C 1.887 0.969 -0.705
N 0.739 -0.971 0.355
C 0.734 -0.016 -0.688
N 0.725 -2.342 -0.021
O 0.203 -0.344 -1.770
H -0.204 -2.541 -0.386
H 1.367 -2.464 -0.808
H 2.476 -0.606 1.514
H 1.210 -1.594 2.264
H 0.970 0.160 2.086
H 1.982 1.510 0.236
H 2.811 0.428 -0.892
H 1.716 1.700 -1.491
```

Summary:
- 2S+1 = 1
- ΔE to the lowest compared entry with this formula, charge and spin (kJ/mol) = 375.1
- LUMO energy (eV) = 0.894
- HOMO level (eV) = -8.2
- Kohn-Sham gap (hartree) = 0.333

Results of the natural (NBO) charge analysis, in e, for atoms 1 through 4: -0.091 -0.806 -0.843 0.414

***

(3)
Molecular formula: C4H4Br2
Method: DFT, ωB97M-V/def2-TZVPD

```
10
Properties=species:S:1:pos:R:3
C 0.571 0.340 0.486
C -0.511 -0.081 -0.366
C 0.171 1.015 1.551
C -0.320 -0.960 -1.282
Br 1.513 -1.796 -1.417
Br -1.383 -1.759 -2.601
H 1.614 0.216 0.178
H -1.514 0.386 -0.283
H 0.768 1.394 2.373
H -0.910 1.244 1.361
```

Summary:
- 2S+1 = 1
- ΔE to the lowest compared entry with this formula, charge and spin (kJ/mol) = 75.7
- LUMO energy (eV) = 0.480
- HOMO level (eV) = -9.1
- Kohn-Sham gap (hartree) = 0.353

Results of the natural (NBO) charge analysis, in e, for atoms 1 through 4: -0.221 -0.323 -0.349 -0.118

***

(4)
Molecular formula: C22H33Br2N2O3S3SiTa
Method: DFT, ωB97M-V/def2-TZVPD

```
67
Properties=species:S:1:pos:R:3
Ta -0.303 -0.256 -1.350
C -1.222 2.302 -3.644
C -1.573 3.008 -2.348
S -1.769 1.854 -0.930
C -0.704 2.624 0.347
C 0.714 2.960 -0.095
S 1.611 1.492 -0.666
C 2.440 2.019 -2.174
C 1.492 2.404 -3.294
S 0.179 1.172 -3.509
H -1.033 3.032 -4.432
H -2.052 1.678 -3.979
H -2.531 3.517 -2.456
H -0.841 3.756 -2.057
H -0.667 1.899 1.162
H -1.218 3.516 0.707
H 1.237 3.374 0.767
H 0.729 3.722 -0.871
H 3.036 1.147 -2.450
H 3.142 2.827 -1.962
H 2.039 2.495 -4.232
H 1.034 3.372 -3.097
C 0.566 2.366 4.401
C 1.444 1.257 3.912
C 2.581 0.878 4.672
C 3.400 -0.110 4.223
C 3.103 -0.756 2.996
C 3.926 -1.747 2.392
Br 5.489 -2.333 3.261
C 3.634 -2.263 1.158
C 2.466 -1.835 0.505
Br 2.055 -2.359 -1.258
C 1.605 -0.943 1.092
O 0.461 -0.577 0.447
C 1.930 -0.336 2.334
N 1.128 0.669 2.781
H 0.269 2.202 5.437
H -0.327 2.445 3.785
H 1.099 3.317 4.373
H 2.791 1.391 5.600
H 4.279 -0.400 4.780
H 4.294 -2.977 0.688
N -3.004 -2.405 -2.030
C -2.775 -3.173 -3.270
C -2.127 -2.293 -4.349
C -0.961 -1.611 -3.697
O 0.137 -2.098 -3.490
O -1.257 -0.432 -3.145
H -3.524 -2.995 -1.386
H -3.617 -1.618 -2.237
H -3.695 -3.603 -3.670
H -2.095 -3.994 -3.036
H -2.831 -1.550 -4.718
H -1.795 -2.925 -5.170
C -0.951 -3.067 0.709
Si -1.514 -1.559 1.601
C -1.039 -1.442 3.371
C -3.112 -0.737 1.186
H -1.376 -3.934 1.231
H 0.132 -3.167 0.758
H -1.276 -3.093 -0.328
H -1.147 -2.443 3.799
H -1.699 -0.753 3.896
H -0.009 -1.131 3.523
H -3.881 -1.352 1.671
H -3.334 -0.675 0.123
H -3.180 0.252 1.641
```

Summary:
- 2S+1 = 1
- LUMO energy (spin up / spin down) (eV) = -5.827 / -5.927
- HOMO level (spin up / spin down) (eV) = -12.7 / -12.8
- charge = +2
- Kohn-Sham gap (spin up / spin down) (hartree) = 0.253 / 0.252

Results of the natural (NBO) charge analysis, in e, for atoms 1 through 4: 1.153 -0.549 -0.533 0.313

***

(5)
Molecular formula: C22H42ClO11PS
Method: DFT, ωB97M-V/def2-TZVPD

```
78
Properties=species:S:1:pos:R:3
C -0.151 -5.260 -1.323
C -0.267 -3.959 -0.497
C -1.536 -3.160 -0.780
Cl -2.922 -4.293 -0.648
C -1.759 -1.882 0.090
C -0.617 -1.404 1.048
C 0.883 -1.534 0.745
O 1.543 -0.331 1.169
C 2.032 -0.329 2.421
O 1.856 0.535 3.171
O -2.880 -2.187 1.052
S -3.476 -0.835 1.633
O -2.709 -0.373 2.742
O -4.882 -0.972 1.772
O -3.104 0.047 0.380
C -2.467 -0.744 -0.714
C -1.650 0.280 -1.532
C -0.126 0.390 -1.428
C 0.605 -0.609 -2.339
C 2.105 -0.296 -2.521
C 3.075 -1.480 -2.347
C 4.456 -1.065 -1.825
C 4.460 -0.732 -0.314
C 4.653 0.746 0.027
O 3.994 1.037 1.245
C 3.304 2.271 1.316
P -3.798 -1.321 -1.973
C -5.254 -1.869 -1.048
O -4.367 0.165 -2.411
H -0.795 -5.244 -2.205
H 0.875 -5.374 -1.686
H -0.383 -6.142 -0.728
H -0.247 -4.214 0.568
H 0.613 -3.366 -0.737
H -1.564 -2.856 -1.830
H -0.770 -0.337 1.211
H -0.820 -1.874 2.010
H 1.136 -1.677 -0.298
H 1.310 -2.381 1.296
H 2.672 -1.195 2.644
H -1.844 0.107 -2.598
H -2.116 1.240 -1.297
H 0.242 0.396 -0.404
H 0.133 1.376 -1.837
H 0.458 -1.656 -2.053
H 0.114 -0.509 -3.316
H 2.388 0.542 -1.873
H 2.245 0.065 -3.546
H 3.203 -1.976 -3.315
H 2.652 -2.222 -1.658
H 4.776 -0.184 -2.396
H 5.167 -1.875 -2.014
H 3.506 -1.040 0.122
H 5.246 -1.321 0.169
H 4.288 1.378 -0.793
H 5.725 0.965 0.139
H 2.224 2.116 1.197
H 3.479 2.718 2.298
H 3.653 2.978 0.553
H -5.904 -1.029 -0.792
H -5.796 -2.524 -1.739
H -5.018 -2.443 -0.158
H -4.080 0.369 -3.309
C -1.138 2.359 3.245
C -2.307 3.267 2.947
O -1.915 4.655 2.878
C -1.316 5.022 1.753
O -1.108 4.331 0.786
O -0.986 6.314 1.857
C -0.286 6.839 0.729
H -0.625 2.667 4.156
H -1.500 1.338 3.354
H -0.413 2.378 2.432
H -3.044 3.231 3.747
H -2.802 2.992 2.016
H -0.834 6.649 -0.191
H 0.708 6.398 0.659
H -0.204 7.908 0.902
```

Summary:
- 2S+1 = 1
- SMILES = CC[C@@H](Cl)[C@]1(CCOC=O)OS(=O)(=O)O[C@]1(CCCCCCCCOC)P(C)O.CCOC(=O)OC
- LUMO energy (eV) = 0.456
- HOMO level (eV) = -9.0
- Kohn-Sham gap (hartree) = 0.347

Results of the Mulliken charge analysis, in e, for atoms 1 through 4: -1.474 0.567 -0.601 -0.095

***

(6)
Molecular formula: C5H10O2
Method: DFT, ωB97M-V/def2-TZVPD

```
17
Properties=species:S:1:pos:R:3
C -0.273 1.419 1.811
C -0.335 0.820 0.627
C 0.371 -0.513 0.339
C 1.886 -0.357 0.485
C 2.355 1.039 0.245
O 3.167 1.693 0.860
H -0.980 2.245 2.004
H 0.470 1.311 2.599
H -0.905 1.334 -0.153
H -0.008 -0.728 -0.686
H -0.046 -1.260 1.023
H 2.435 -0.935 -0.244
H 2.332 -0.699 1.435
H 1.830 1.496 -0.638
O -3.869 -2.561 -2.991
H -4.681 -2.679 -3.505
H -3.750 -1.625 -3.212
```

Summary:
- 2S+1 = 1
- SMILES = C=CCCC=O.O
- ΔE to the lowest compared entry with this formula, charge and spin (kJ/mol) = 262.8
- LUMO energy (eV) = 0.651
- HOMO level (eV) = -9.6
- Kohn-Sham gap (hartree) = 0.376

Results of the natural (NBO) charge analysis, in e, for atoms 1 through 4: -0.394 -0.193 -0.450 -0.528

***

- What is the 2S+1 in the second record?
  1